Computed, not measured: 2 unconnected molecules or ions with the total composition C2H2FOP in a non-equilibrium geometry, with ωB97M-V/def2-TZVPD.

Calculated values
DFT total energy, eV: -16156.690
Relative energy (zero: lowest compared OMol25 entry of this formula, charge and spin), eV: 2.4912
Lowest unoccupied orbital energy (alpha / beta), eV: -0.67 / -0.64

Atoms and positions in Å:
1 C 1.04466 0.48240 0.52488
2 C -0.19604 0.67684 0.27838
3 O 2.13832 0.18080 0.73282
4 F -0.46216 -2.33792 -0.73813
5 P -1.34674 -1.03459 -1.17254
6 H -0.81704 0.91623 1.01541
7 H -0.36100 1.11624 -0.64083

Computed, not measured: a molecular structure, C28H80CsN7O12S in a non-equilibrium geometry, with ωB97M-V/def2-TZVPD.

Calculated values
DFT total energy, eV: -76715.416
Relative energy (zero: lowest compared OMol25 entry of this formula, charge and spin), eV: 0.0000
Lowest unoccupied orbital energy, eV: -0.36

Atoms and positions in Å:
1 O 1.94386 -1.61065 1.54894
2 H 1.75304 -1.67736 2.50198
3 H 1.49022 -2.33155 1.07729
4 H 1.52185 -0.65939 1.23936
5 Cs -0.36147 3.80839 -1.89393
6 S 0.48923 0.36030 -0.47478
7 O 0.60790 -1.07300 -0.79679
8 O 1.07730 1.23720 -1.50295
9 O -0.93732 0.70703 -0.31960
10 O 1.13936 0.56121 0.86789
11 C 4.87636 1.48625 -0.58901
12 C 4.15222 2.17465 0.56665
13 C 5.05651 3.16343 1.27574
14 O 6.18364 2.47287 1.76392
15 C 7.14667 3.29150 2.38238
16 N 2.97682 2.83580 -0.00386
17 H 5.17611 2.23448 -1.32646
18 H 4.26611 0.72411 -1.07957
19 H 5.76015 0.95518 -0.22809
20 H 3.89132 1.38701 1.29242
21 H 4.49398 3.62984 2.09841
22 H 5.33438 3.94738 0.55707
23 H 8.08102 2.73477 2.28725
24 H 6.96786 3.35301 3.46419
25 H 7.23322 4.29813 1.97187
26 H 2.53888 2.17556 -0.63733
27 H 2.25998 2.89204 0.72000
28 C -0.59587 -0.90892 -5.79750
29 C 0.24395 -0.14284 -4.80462
30 C 0.96185 1.04557 -5.45357
31 O 1.84034 0.64505 -6.47672
32 C 3.10486 0.25566 -6.01022
33 N -0.53558 0.39475 -3.68319
34 H -1.18730 -1.66894 -5.26845
35 H -0.03795 -1.46018 -6.55017
36 H -1.33420 -0.24899 -6.25955
37 H 1.03927 -0.76144 -4.36789
38 H 1.45324 1.57773 -4.62186
39 H 0.26240 1.76767 -5.88119
40 H 3.67695 1.11562 -5.62464
41 H 3.71721 -0.12811 -6.82580
42 H 3.10050 -0.48557 -5.20548
43 H -1.24715 -0.23826 -3.33690
44 H 0.13253 0.52186 -2.93615
45 C -3.85019 1.28256 -1.37670
46 C -3.86272 2.64087 -0.67929
47 C -5.21658 2.87058 -0.01049
48 O -5.49596 1.76452 0.82025
49 C -6.75256 1.84935 1.45331
50 N -2.80974 2.67990 0.34541
51 H -3.79121 0.51034 -0.60664
52 H -2.91261 1.14765 -1.92300
53 H -4.70384 1.05579 -2.01520
54 H -3.75295 3.51468 -1.32382
55 H -6.00008 3.05048 -0.75783
56 H -5.15547 3.77374 0.61776
57 H -6.85849 0.93812 2.04504
58 H -7.56346 1.72299 0.71957
59 H -6.88240 2.76340 2.03437
60 H -3.27889 2.30483 1.16740
61 H -2.14034 1.92171 0.16109
62 C 2.79291 -4.98456 -3.19255
63 C 2.57015 -3.86228 -2.18775
64 C 3.21998 -2.56308 -2.65522
65 O 4.57486 -2.72692 -3.04102
66 C 5.47640 -2.60203 -1.97514
67 N 1.12391 -3.69950 -1.95308
68 H 2.66789 -4.61457 -4.21394
69 H 2.05823 -5.76957 -3.00715
70 H 3.78276 -5.43235 -3.12256
71 H 3.08320 -4.12021 -1.25209
72 H 3.10853 -1.79016 -1.88421
73 H 2.72899 -2.19808 -3.56340
74 H 6.47638 -2.37474 -2.32898
75 H 5.40930 -3.42677 -1.25272
76 H 5.20868 -1.75336 -1.31679
77 H 0.97711 -2.76182 -1.55983
78 H 0.75303 -3.53034 -2.89389
79 C 1.58552 3.50089 3.68529
80 C 0.16777 3.25873 3.23039
81 C -0.76897 4.40564 3.60136
82 O -0.98095 4.60436 4.97983
83 C -1.31598 3.45129 5.71370
84 N 0.15105 2.99911 1.78945
85 H 1.97775 4.47259 3.37127
86 H 2.29957 2.78916 3.25377
87 H 1.72964 3.40424 4.76461
88 H -0.28251 2.39448 3.73798
89 H -1.73638 4.25613 3.09577
90 H -0.33158 5.32167 3.19531
91 H -2.24387 3.01765 5.30523
92 H -1.55215 3.76415 6.73050
93 H -0.56592 2.66077 5.77529
94 H 0.41840 2.04083 1.60084
95 H -0.79371 3.03916 1.41577
96 C -3.31883 -0.17081 2.60769
97 C -2.24125 -0.39977 3.68313
98 C -2.55289 -1.55055 4.59115
99 O -1.69340 -1.53759 5.70951
100 C -1.79818 -2.71453 6.45816
101 N -0.97070 -0.70063 2.96977
102 H -3.10191 0.79851 2.16581
103 H -4.30357 -0.11910 3.08402
104 H -3.33960 -0.91177 1.81052
105 H -2.18640 0.54402 4.23037
106 H -2.51169 -2.53124 4.08979
107 H -3.60001 -1.51775 4.94106
108 H -1.20497 -2.63863 7.37550
109 H -1.42598 -3.57676 5.89782
110 H -2.80405 -2.83581 6.88795
111 H -0.81091 0.05595 2.30696
112 H -1.27804 -1.48294 2.38589
113 C -3.64150 -3.79944 -0.01945
114 C -2.29076 -3.44505 -0.61361
115 C -2.50082 -2.77576 -1.97413
116 O -3.10540 -3.58445 -2.96116
117 C -2.38802 -4.74526 -3.29423
118 N -1.65968 -2.42993 0.26298
119 H -3.52081 -4.35823 0.91117
120 H -4.18466 -4.47523 -0.68469
121 H -4.22312 -2.89584 0.16136
122 H -1.59358 -4.27532 -0.70867
123 H -1.52493 -2.42091 -2.34340
124 H -3.17390 -1.92133 -1.87536
125 H -1.35737 -4.48612 -3.58366
126 H -2.86689 -5.24342 -4.13423
127 H -2.31035 -5.46333 -2.46836
128 H -2.18638 -1.56089 0.14985
129 H -0.78619 -2.15103 -0.19594

Computed, not measured: a molecular structure, C34H47N2O9P3Ti in a non-equilibrium geometry, with ωB97M-V/def2-TZVPD.

Calculated values
DFT total energy, eV: -108421.504
Relative energy (zero: lowest compared OMol25 entry of this formula, charge and spin), eV: 0.0000
Lowest unoccupied orbital energy, eV: -0.43

Atoms and positions in Å:
1 Ti -0.10394 -0.41761 1.28711
2 O 1.28912 1.57634 4.36307
3 C 0.88452 1.43283 3.23596
4 O 1.18596 0.45584 2.42365
5 C -0.00280 2.46558 2.57730
6 C -0.02880 3.77959 3.07853
7 C -0.73987 4.71701 2.39172
8 C -1.44146 4.33903 1.22482
9 C -2.19159 5.26302 0.46216
10 C -2.88126 4.85222 -0.64239
11 C -2.83548 3.50029 -1.03921
12 C -2.10178 2.58722 -0.33758
13 C -1.38466 2.98166 0.81715
14 N -0.64362 2.06644 1.50256
15 H 0.52368 4.00161 3.97998
16 H -0.77681 5.74875 2.72049
17 H -2.21094 6.29889 0.77923
18 H -3.46243 5.56420 -1.21358
19 H -3.38496 3.18765 -1.91826
20 H -2.04599 1.55141 -0.63956
21 C -0.60320 -4.82248 3.58113
22 C -0.02564 -3.42135 3.70866
23 O 0.59584 -3.19216 4.97687
24 P -1.33179 -2.14418 3.66187
25 O -2.00019 -2.20762 5.10141
26 O -2.50041 -2.68924 2.76944
27 O -0.86408 -0.76031 3.32778
28 P 1.09358 -3.04548 2.27205
29 O 2.15488 -2.03862 2.90050
30 O 1.75205 -4.23117 1.72097
31 O 0.12113 -2.25536 1.33665
32 H -1.37251 -4.99816 4.33335
33 H 0.20221 -5.54502 3.70742
34 H -1.03236 -4.95457 2.58782
35 H 1.53168 -3.41224 4.91330
36 H -1.32571 -2.11868 5.79705
37 H -2.64377 -2.13933 1.97357
38 H 1.88134 -1.09679 2.99354
39 C -3.84863 -3.11554 -2.07346
40 C -2.45076 -3.04126 -1.91028
41 C -1.90497 -2.18014 -1.00238
42 C -2.71342 -1.34022 -0.18445
43 C -2.14540 -0.44875 0.79976
44 C -3.04896 0.28148 1.55084
45 C -4.44221 0.21864 1.36411
46 C -4.97350 -0.60768 0.41702
47 C -4.12644 -1.41777 -0.36932
48 C -4.66073 -2.31724 -1.32402
49 H -4.26887 -3.80126 -2.79810
50 H -1.80949 -3.67720 -2.50841
51 H -0.83606 -2.12526 -0.88146
52 H -2.69123 0.93514 2.33624
53 H -5.09130 0.82614 1.98292
54 H -6.04529 -0.66725 0.26703
55 H -5.73764 -2.36647 -1.43989
56 C 4.21939 -0.84477 -2.27815
57 C 3.19751 -0.85667 -1.14399
58 C 2.74035 -2.30163 -0.88361
59 C 3.84780 -0.32534 0.14319
60 P 1.65663 0.22077 -1.44658
61 N 0.56353 -0.00199 -0.33102
62 C 0.88964 -0.20040 -3.14408
63 C 1.60584 0.39861 -4.35448
64 C 0.89452 -1.72707 -3.30561
65 C -0.57955 0.25597 -3.11700
66 C 2.20236 2.05254 -1.48202
67 C 2.46604 2.50638 -0.03653
68 C 3.42010 2.36416 -2.35000
69 C 0.98890 2.84061 -1.99269
70 H 5.02701 -1.53463 -2.02110
71 H 4.66099 0.13867 -2.43327
72 H 3.78955 -1.18176 -3.22240
73 H 3.47104 -2.81485 -0.25760
74 H 2.64120 -2.87972 -1.79856
75 H 1.79378 -2.32539 -0.35187
76 H 4.51377 -1.08478 0.55558
77 H 3.09785 -0.10529 0.90008
78 H 4.44143 0.56852 -0.04582
79 H 2.65404 0.09812 -4.39691
80 H 1.55434 1.48547 -4.38732
81 H 1.11714 0.02544 -5.25860
82 H 1.89511 -2.10530 -3.50969
83 H 0.26444 -1.99348 -4.15745
84 H 0.49597 -2.22441 -2.42308
85 H -0.68164 1.32586 -3.29177
86 H -1.03486 0.01306 -2.15834
87 H -1.13406 -0.26502 -3.90095
88 H 3.48898 2.31340 0.27741
89 H 1.78877 1.99788 0.64069
90 H 2.29392 3.58268 0.04881
91 H 4.34211 2.00763 -1.89076
92 H 3.50590 3.44915 -2.45384
93 H 3.34042 1.93950 -3.34978
94 H 0.09150 2.52346 -1.46948
95 H 0.84409 2.72438 -3.06527
96 H 1.13911 3.90565 -1.79881

Computed, not measured: 2 unconnected molecules or ions with the total composition C4H9NO2, with ωB97M-V/def2-TZVPD.

Calculated values
DFT total energy, eV: -9878.251
Relative energy (zero: lowest compared OMol25 entry of this formula, charge and spin), eV: 1.8099
Lowest unoccupied orbital energy, eV: 0.91
Structure (SMILES): C=CCO.NC=O

Atoms and positions in Å:
1 C 1.44883 -1.09614 1.26812
2 C 1.30934 -1.18366 -0.04494
3 C 0.00940 -1.56566 -0.69019
4 O -0.52815 -0.42892 -1.36519
5 H 2.38232 -0.81907 1.73398
6 H 0.61069 -1.31332 1.91978
7 H 2.14389 -0.99612 -0.71394
8 H 0.17395 -2.37372 -1.40689
9 H -0.68462 -1.93816 0.07131
10 H -1.48910 -0.48872 -1.33583
11 N -0.34920 2.14410 0.54421
12 C -1.42311 2.10954 -0.29234
13 O -2.54104 1.79402 0.04534
14 H -0.46590 1.68396 1.43504
15 H 0.56843 2.02927 0.14300
16 H -1.16573 2.44260 -1.31147

Computed, not measured: a molecular structure, H27O13 in a non-equilibrium geometry, with ωB97M-V/def2-TZVPD.

Calculated values
Net charge: +1
DFT total energy, eV: -27045.858
Relative energy (zero: lowest compared OMol25 entry of this formula, charge and spin), eV: 5.2153
Lowest unoccupied orbital energy, eV: -2.81

Atoms and positions in Å:
1 O 2.40507 -2.89797 1.11950
2 H -0.76180 -2.74825 1.28965
3 H 1.76433 -0.56765 0.96941
4 O 2.14702 -0.56613 1.85228
5 H 2.28912 -1.83377 1.55816
6 H -3.05679 -3.09345 0.40939
7 O 0.04743 1.57664 0.34215
8 H -0.32090 -1.45490 1.94232
9 O -2.75331 -3.64383 1.24034
10 H -2.57139 -0.82220 -3.45678
11 H -2.98949 -3.01036 1.95323
12 O 0.49376 -1.56181 -1.85805
13 H 1.53485 -3.04842 0.64107
14 H -1.84955 3.43099 2.22120
15 O -0.34139 0.22959 2.59549
16 H -1.96730 -2.15158 -3.68365
17 H -0.37311 0.72839 1.67782
18 O -1.83778 -0.45393 0.42371
19 H 2.82741 3.48288 -0.51403
20 H -2.31778 -0.08167 1.35222
21 O 2.19590 1.91149 -2.45400
22 H 2.83711 1.28383 -2.01113
23 H -0.10461 -0.72909 -1.72882
24 O -2.14012 -1.45239 -2.93706
25 H -0.59933 0.86574 3.21712
26 H 1.57766 -0.65718 2.44850
27 O -0.94633 1.13133 -3.90821
28 H -1.09653 1.58453 -3.05740
29 H -1.95487 1.09212 -4.02320
30 O 0.16939 -2.28483 1.49020
31 H 2.33885 2.24722 -3.30372
32 H 2.12767 -3.35775 2.00600
33 O -1.26360 3.17368 1.58685
34 H 0.91380 -1.22735 -2.65228
35 H -1.74836 0.26442 -0.10820
36 O 2.36076 3.44894 0.30193
37 H 0.89281 2.12129 0.54530
38 H 3.14554 3.35022 0.91039
39 H -0.43275 3.61929 1.54788
40 H -0.64138 2.10192 0.05442